Entry 1:
{
  "formula": "C58H45BrKN9O4PS3",
  "method": "ωB97M-V/def2-TZVPD",
  "spin_multiplicity": 1,
  "relative_energy_kcal_mol": 199.00,
  "orbital_gap_ev": [5.420, 5.223],
  "total_charge": -1,
  "homo_ev": [-3.535, -3.377],
  "lumo_energy_ev": [1.89, 1.85],
  "total_energy_ev": -210637.986,
  "symbols": ["K", "Br", "C", "C", "C", "C", "C", "N", "C", "O", "O", "H", "H", "H", "N", "C", "C", "C", "C", "C", "C", "P", "C", "C", "C", "C", "C", "C", "C", "C", "C", "C", "C", "C", "H", "H", "H", "H", "H", "H", "H", "H", "H", "H", "H", "H", "H", "H", "H", "H", "O", "S", "O", "N", "C", "C", "C", "C", "C", "C", "C", "C", "N", "C", "C", "C", "C", "C", "C", "C", "H", "H", "H", "H", "H", "H", "H", "H", "H", "H", "H", "N", "C", "C", "C", "C", "C", "C", "S", "N", "C", "C", "C", "C", "C", "C", "N", "H", "H", "H", "H", "H", "H", "H", "H", "H", "N", "C", "N", "C", "C", "C", "C", "C", "C", "S", "H", "H", "H", "H", "H", "H"],
  "coordinates": [[0.914400, 0.759200, 0.449500], [1.416400, 0.371700, 4.933200], [1.448900, 1.867400, 3.786900], [2.423500, 2.831500, 3.973500], [2.309700, 3.980200, 3.212200], [1.269500, 4.084400, 2.308300], [0.407300, 3.006800, 2.149800], [0.484900, 1.919500, 2.907400], [-0.572200, 2.977200, 0.985300], [-0.810700, 4.053300, 0.409200], [-0.991500, 1.856500, 0.641800], [3.238300, 2.681800, 4.664000], [3.032000, 4.776500, 3.319000], [1.121300, 4.965800, 1.703500], [-2.965300, 0.035100, 1.488700], [-4.206400, -0.338200, 1.096300], [-5.267500, -0.139900, 1.993300], [-6.535500, -0.599800, 1.727100], [-6.781900, -1.289700, 0.549800], [-5.753400, -1.473900, -0.356300], [-4.471500, -0.983700, -0.134600], [-3.046300, -1.270100, -1.279300], [-3.063800, 0.161500, -2.438800], [-2.959000, 0.030500, -3.770700], [-1.495600, 2.106400, -3.936400], [-2.525300, 3.089300, -3.474700], [-3.141300, 2.695900, -2.370400], [-2.620000, 1.421300, -1.800300], [-3.712000, -2.593900, -2.366500], [-3.042300, -3.812600, -2.356200], [-3.533200, -4.893100, -3.069700], [-4.714700, -4.774000, -3.782300], [-5.364500, -3.551700, -3.835600], [-4.853900, -2.462100, -3.154100], [-2.892300, 0.651700, 2.281100], [-2.201700, 0.117200, 0.837500], [-5.056700, 0.376800, 2.920400], [-7.331600, -0.432300, 2.439600], [-7.764900, -1.689100, 0.340500], [-5.965400, -2.030100, -1.254700], [-3.252600, -0.894100, -4.254700], [-0.699000, 2.542000, -4.540900], [-2.718100, 4.001400, -4.016300], [-3.928400, 3.239200, -1.872100], [-2.656800, 1.413900, -0.718200], [-2.129900, -3.904700, -1.781900], [-2.999200, -5.833300, -3.066600], [-5.127600, -5.629600, -4.298200], [-6.278300, -3.449600, -4.404700], [-5.342600, -1.501700, -3.230100], [3.016700, 1.966000, 1.274900], [3.792400, 0.741900, 1.120300], [5.041500, 0.735000, 1.855900], [2.804800, -0.476400, 1.270400], [2.738900, -1.373400, 2.278900], [3.783400, -1.684500, 3.144800], [3.646600, -2.637800, 4.148900], [2.466800, -3.316200, 4.330900], [1.367000, -3.026800, 3.505700], [0.113600, -3.654500, 3.663300], [-0.922200, -3.319900, 2.834500], [-0.699700, -2.337200, 1.855400], [0.440400, -1.718500, 1.693900], [1.480900, -2.045800, 2.476200], [4.180900, 0.780500, -0.652400], [3.156800, 0.317000, -2.518800], [3.674200, 0.485400, -3.903800], [4.673000, 1.309300, -4.189800], [5.363400, 2.099100, -3.130400], [5.356200, 1.708300, -0.965500], [4.710700, -1.144900, 3.033400], [4.493700, -2.837700, 4.794200], [2.364600, -4.067200, 5.101800], [-0.004400, -4.388900, 4.451200], [-1.896200, -3.780000, 2.933700], [-1.490600, -2.070400, 1.166000], [2.139200, -0.056000, -2.518000], [3.186500, -0.081100, -4.686100], [5.028100, 1.425000, -5.204700], [5.890600, 2.951000, -3.563800], [5.835000, 2.128300, -0.084000], [-0.406100, -0.825700, -4.526400], [-1.150100, 0.011500, -5.316900], [-1.062700, -0.200800, -6.687500], [-1.829200, 0.485900, -7.591800], [-2.812300, 1.377800, -7.099900], [-3.012300, 1.564200, -5.785400], [-2.170800, 0.939300, -4.701700], [-0.794200, 1.585400, -2.285100], [-0.107800, 0.181100, -2.367300], [-0.057600, -0.831000, -3.225400], [0.605700, -2.047800, -2.759500], [1.270200, -2.946000, -3.619100], [1.840500, -4.087900, -3.096300], [1.751300, -4.322800, -1.729900], [1.112100, -3.362200, -0.955300], [0.563000, -2.271300, -1.442000], [-0.050500, -1.623500, -5.041100], [-0.331100, -0.917400, -7.044700], [-1.708600, 0.339000, -8.650800], [-3.438700, 1.902100, -7.806900], [-3.789400, 2.224200, -5.434200], [1.385100, -2.756700, -4.678800], [2.354000, -4.786200, -3.746000], [2.177800, -5.207400, -1.280800], [1.029800, -3.475200, 0.114800], [1.322200, 4.481900, -1.151700], [2.259000, 3.549800, -1.313000], [2.111300, 2.290500, -1.320000], [3.275600, 1.569500, -1.631500], [4.056300, -0.477900, -1.517000], [5.329900, -0.990800, -2.086600], [6.337300, -0.182600, -2.388200], [6.266400, 1.282900, -2.139700], [4.477300, 2.499100, -1.943000], [3.913700, 4.176000, -1.721400], [0.446200, 4.257300, -0.659200], [1.648000, 5.425900, -1.031900], [3.494700, -1.261300, -1.006600], [5.404100, -2.052100, -2.277900], [7.250400, -0.568600, -2.821000], [7.265900, 1.719400, -2.077100]],
  "forces_ev_per_angstrom": [[0.3, -1.7, -1.1], [0.1, -0.4, 0.4], [-0.1, 0.1, 0.4], [0.0, 0.2, 0.0], [-0.1, -0.1, 0.2], [-0.2, 0.1, 0.0], [0.2, 0.6, -0.1], [-0.1, -0.1, 0.1], [-0.5, 0.2, 0.2], [-0.2, 0.6, 0.0], [-2.0, 0.8, 0.5], [0.0, 0.0, 0.1], [0.1, 0.0, 0.0], [0.0, 0.0, -0.1], [0.4, 0.2, 0.1], [-0.5, -0.3, -0.1], [-0.1, 0.1, 0.1], [0.1, 0.0, 0.0], [-0.2, -0.1, -0.1], [-0.2, 0.1, 0.1], [0.3, 0.0, 0.0], [-0.7, 0.0, -0.4], [0.0, -0.5, -0.2], [-0.4, 0.0, 0.4], [0.3, -0.1, 0.1], [0.1, 0.2, 0.1], [-0.1, 0.2, 0.0], [0.4, 0.0, 0.2], [0.3, 0.1, 0.2], [0.0, 0.1, 0.0], [0.0, -0.2, -0.1], [0.1, -0.1, 0.0], [-0.1, 0.1, -0.1], [0.1, -0.1, -0.1], [0.2, 0.0, -0.1], [0.0, 0.1, 0.1], [0.0, 0.0, 0.1], [0.0, 0.0, 0.1], [0.0, 0.0, 0.0], [0.0, 0.0, 0.0], [0.0, 0.0, 0.0], [0.0, -0.1, 0.0], [-0.1, 0.1, 0.0], [-0.1, 0.1, 0.1], [0.1, 0.0, 0.1], [0.1, 0.0, 0.1], [0.0, -0.1, 0.1], [0.0, 0.0, -0.1], [0.0, 0.0, -0.1], [-0.1, 0.1, 0.0], [0.6, 0.2, 0.0], [-0.1, -0.3, -0.2], [0.1, -0.3, 0.1], [1.4, 0.2, -0.4], [0.5, -0.3, 0.6], [0.0, 0.2, -0.3], [-0.3, -0.3, 0.2], [0.3, 0.0, 0.2], [0.0, 0.3, -0.4], [-0.1, 0.1, -0.1], [0.2, -0.2, 0.2], [-0.1, 0.0, -0.2], [-0.3, 0.2, -0.3], [0.4, -0.5, 0.7], [-0.1, -0.4, 1.2], [-0.1, 0.2, -0.3], [-0.3, 0.1, -0.1], [0.0, 0.2, -0.1], [-0.1, 0.2, -0.4], [0.3, 0.2, 0.4], [0.1, 0.0, 0.0], [0.0, 0.0, 0.0], [0.0, -0.1, 0.1], [0.0, -0.1, 0.0], [0.0, 0.0, 0.0], [-0.1, 0.0, 0.0], [0.1, 0.1, 0.1], [0.0, -0.1, -0.2], [0.0, -0.1, -0.1], [0.0, -0.1, 0.0], [0.0, 0.1, -0.1], [0.7, -0.8, 1.0], [-0.1, 0.4, -0.4], [-0.1, 0.3, -0.3], [0.4, -0.4, -0.4], [-0.1, 0.1, 0.2], [-0.1, 0.1, -0.1], [0.3, -0.1, 0.2], [-0.9, 0.7, -0.8], [0.2, -0.2, 0.5], [-0.6, 0.8, -1.3], [0.6, -1.1, 0.2], [-0.2, 0.3, 0.1], [0.0, -0.1, 0.2], [0.0, 0.1, -0.2], [0.3, -0.6, 0.1], [-0.3, 0.7, -0.4], [-0.2, 0.1, 0.2], [0.1, -0.1, 0.0], [0.0, -0.1, -0.2], [-0.1, 0.1, -0.1], [-0.2, 0.0, 0.0], [0.0, 0.0, 0.0], [0.0, 0.0, 0.0], [0.0, 0.0, 0.1], [0.1, -0.1, 0.2], [-0.3, 0.5, 0.1], [1.0, 0.2, -0.7], [-0.6, 0.0, -0.2], [0.1, 0.2, -0.3], [0.3, -0.5, 0.1], [0.1, -0.2, 0.1], [0.3, -0.1, 0.2], [0.2, -0.3, 0.1], [0.0, 0.5, 0.0], [-0.2, -0.2, 0.0], [0.0, 0.0, -0.1], [0.0, 0.0, 0.0], [0.0, 0.1, 0.0], [0.1, -0.1, 0.0], [0.0, -0.2, -0.1], [-0.1, 0.0, 0.1]]
}

***

Entry 2:
{
  "formula": "H24O12",
  "method": "ωB97M-V/def2-TZVPD",
  "spin_multiplicity": 1,
  "relative_energy_kcal_mol": 265.96,
  "orbital_gap_ev": 9.437,
  "homo_ev": -9.814,
  "lumo_energy_ev": -0.38,
  "total_energy_ev": -24950.161,
  "symbols": ["O", "H", "H", "O", "H", "H", "O", "H", "H", "O", "H", "H", "O", "H", "H", "O", "H", "H", "O", "H", "H", "O", "H", "H", "O", "H", "H", "O", "H", "H", "O", "H", "H", "O", "H", "H"],
  "coordinates": [[1.677039, -0.244027, -1.406513], [1.822758, -0.935999, -2.051623], [1.879001, 0.566400, -1.874116], [0.036503, 0.129953, 0.384852], [-0.569440, -0.176804, -0.289662], [0.840200, 0.338481, -0.091412], [-2.121816, -2.415963, -0.719574], [-2.823701, -2.060141, -0.174613], [-1.615882, -1.649658, -0.989816], [-1.986675, 1.561517, 1.679479], [-1.208779, 1.008779, 1.754160], [-2.632403, 1.145515, 2.250618], [-1.025752, -0.576455, 2.055643], [-0.476589, -0.384194, 1.295582], [-0.409622, -0.649721, 2.784512], [-2.509466, 0.757725, -0.743000], [-2.495648, -0.049694, -0.229073], [-2.513774, 1.457713, -0.090131], [-0.948780, -0.775948, -1.398702], [-0.584700, 0.070802, -1.656956], [-0.911563, -1.306062, -2.194838], [3.509935, 0.638781, 0.354374], [2.683557, 0.289912, 0.688465], [3.936541, -0.110828, -0.060756], [0.539490, 1.922574, 1.548078], [0.262365, 1.345201, 0.836693], [0.869316, 2.705495, 1.107076], [-0.736077, 1.382382, -2.066848], [-1.559890, 1.274217, -1.591588], [-0.988341, 1.370707, -2.990136], [1.899742, -0.153589, 1.478572], [1.883513, -0.945945, 2.015357], [1.280167, 0.438175, 1.905398], [1.463833, -2.234647, -0.279300], [1.343790, -1.289852, -0.375162], [2.191147, -2.444803, -0.865041]],
  "forces_ev_per_angstrom": [[0.9, 1.6, -2.6], [-0.1, -0.2, -0.2], [0.3, 0.6, 0.0], [0.8, 1.3, -5.2], [0.0, -0.4, 0.7], [0.4, -0.7, -0.3], [-2.5, -3.2, 1.2], [-0.4, -0.5, 0.2], [-1.3, -1.4, 1.6], [-1.7, 2.1, -0.4], [-0.4, 0.1, 0.8], [0.0, -0.2, 0.1], [-2.2, -2.5, 4.4], [0.5, -1.4, 0.9], [-0.2, -0.4, 0.4], [-2.5, 0.4, 0.3], [-0.3, 0.0, 0.1], [-0.3, 0.4, 1.3], [2.4, -1.0, -4.7], [0.6, 1.7, -1.7], [0.3, -0.4, -0.4], [4.0, 2.2, -2.7], [0.8, 0.1, -0.2], [0.3, 0.0, -0.2], [1.2, 2.9, 1.6], [-0.8, 1.0, 0.0], [0.2, 0.5, 0.4], [3.0, 2.5, -2.4], [-1.6, 0.0, 0.8], [0.1, 0.2, -0.4], [-2.3, -3.1, 5.0], [0.4, -0.6, -0.3], [0.2, 1.1, 0.5], [-0.2, -1.8, 0.6], [0.0, -0.8, 0.7], [0.2, -0.3, 0.2]]
}

***

Entry 3:
{
  "formula": "C5H11O3SSi",
  "method": "ωB97M-V/def2-TZVPD",
  "spin_multiplicity": 1,
  "relative_energy_kcal_mol": 123.12,
  "orbital_gap_ev": [7.983, 8.057],
  "total_charge": -1,
  "homo_ev": [-4.448, -4.406],
  "lumo_energy_ev": [3.54, 3.65],
  "total_energy_ev": -30214.574,
  "symbols": ["C", "C", "C", "C", "C", "O", "O", "O", "Si", "S", "H", "H", "H", "H", "H", "H", "H", "H", "H", "H", "H"],
  "coordinates": [[0.196813, -3.147263, -1.755428], [0.778352, -2.455778, -0.842584], [0.071606, 2.681022, 0.274182], [-0.355491, -0.393718, 1.552780], [0.141316, 0.208911, -1.397083], [-2.138177, -1.133942, -2.103301], [-2.113191, 1.017213, -0.985902], [-1.356900, 0.802585, -3.344800], [-0.934023, 0.997738, 0.277492], [-1.464763, 0.149714, -2.049234], [0.725114, -3.975972, -2.266507], [-0.832767, -3.083486, -1.754290], [1.791223, -2.127320, -0.538147], [0.022079, 3.238558, -0.716629], [-0.387734, 3.234359, 1.049324], [1.173875, 2.796399, 0.511462], [-1.034272, -0.283322, 2.452973], [-0.572069, -1.282537, 1.082613], [0.650333, -0.306725, 1.782768], [0.964239, 0.137106, -2.076939], [-2.047572, 1.447338, 1.244001]],
  "forces_ev_per_angstrom": [[1.6, -1.9, 0.1], [1.9, 2.3, 0.7], [1.3, -0.1, -1.2], [-3.0, 2.7, 0.4], [-2.1, -0.6, 1.9], [0.0, 0.2, 0.5], [-0.9, 0.2, 0.4], [-0.9, 0.5, 0.2], [2.5, 1.2, 2.1], [2.2, -1.7, -4.0], [-0.3, 0.5, -0.1], [-2.3, 0.1, -0.8], [-0.8, -0.7, -0.2], [-0.5, -0.7, 1.1], [-0.8, 1.1, 0.7], [-0.9, -1.0, -0.2], [1.0, -0.1, -0.8], [-0.3, -2.3, -0.9], [2.1, 0.1, 0.5], [0.2, -0.1, -0.3], [0.0, 0.2, -0.2]]
}

***

Entry 4:
{
  "formula": "C3H30NO12",
  "method": "ωB97M-V/def2-TZVPD",
  "spin_multiplicity": 2,
  "relative_energy_kcal_mol": 18.23,
  "orbital_gap_ev": [10.201, 4.563],
  "homo_ev": [-10.421, -10.382],
  "lumo_energy_ev": [-0.22, -5.82],
  "total_energy_ev": -29655.270,
  "symbols": ["C", "C", "C", "O", "N", "H", "H", "H", "H", "H", "H", "H", "H", "H", "H", "O", "H", "H", "O", "H", "H", "O", "H", "H", "O", "H", "H", "O", "H", "H", "O", "H", "H", "O", "H", "H", "O", "H", "H", "O", "H", "H", "O", "H", "H", "O"],
  "coordinates": [[0.629106, 0.050729, 0.949270], [0.943632, 0.889910, -0.307815], [0.491884, 2.338898, -0.095181], [-0.905306, 2.438752, -0.098873], [0.940851, -1.390164, 0.796373], [-0.449120, 0.139904, 1.175049], [1.200063, 0.489499, 1.829822], [1.980922, 0.863545, -0.553677], [0.344005, 0.486050, -1.166656], [0.833821, 3.004138, -0.922363], [0.827036, 2.750958, 0.902678], [1.867331, -1.538994, 0.507453], [0.285478, -1.804693, 0.087206], [-1.241464, -3.104078, 1.430294], [-0.211220, -2.402670, 2.167697], [-1.070760, -2.804142, 2.340475], [4.166998, -0.533007, -1.152564], [3.767280, -0.507818, 0.376174], [3.701649, -1.027025, -0.466594], [-1.720248, -0.925292, -3.638342], [-2.418907, -0.095441, -2.569702], [-2.454255, -0.985531, -3.004753], [-0.644504, 0.750762, -3.281211], [0.394855, -0.366063, -3.429261], [-0.207005, 0.164920, -3.940654], [-1.926509, -1.579291, -0.070227], [-1.817529, -1.788934, -1.584519], [-1.456623, -2.081200, -0.777788], [1.822106, -1.335691, -1.746418], [0.329802, -1.818094, -1.853543], [1.097498, -1.576255, -2.379823], [-2.221603, -1.519361, 1.872745], [-2.431640, -0.083046, 1.543901], [-2.733298, -0.936181, 1.298882], [-1.397472, 1.946380, 0.952100], [-2.540281, 2.116698, 2.179171], [-1.862016, 1.494258, 1.959158], [-1.384012, 1.849013, -1.250395], [-2.192192, 2.217371, -2.535545], [-1.771915, 1.496161, -2.241361], [-0.580838, 1.448495, 3.073523], [-0.082608, 0.365474, 4.005585], [0.098000, 1.263416, 3.747597], [3.628261, 1.231896, 1.896439], [2.710837, 0.093529, 2.103697], [3.659926, 0.312193, 1.871964]],
  "forces_ev_per_angstrom": [[0.2, -0.6, 1.3], [-1.2, -0.8, -1.3], [-1.3, 1.3, 2.0], [1.5, 0.0, 0.0], [-2.2, 1.8, -0.8], [0.8, -0.1, -0.1], [-1.1, -0.5, -1.0], [0.8, 0.0, -0.3], [0.7, 0.2, 0.7], [0.1, -0.7, 0.1], [0.1, -0.4, -1.0], [1.7, -0.5, -0.3], [0.4, 0.3, 0.8], [-0.4, -0.4, 0.3], [0.5, 0.2, 0.4], [0.1, -0.2, -0.7], [0.0, -0.1, 0.2], [0.4, -0.2, -0.7], [-0.3, 0.2, 0.2], [0.0, 0.1, -0.1], [-0.2, -0.7, -0.6], [-0.3, 0.3, 0.5], [0.2, -0.2, -0.6], [0.7, -0.6, 0.3], [-0.5, 1.0, -0.4], [-0.2, 0.0, -0.3], [-1.3, 0.7, -2.5], [1.7, -0.8, 2.8], [-0.8, -0.5, -0.8], [-0.3, -0.2, 0.2], [1.4, 0.2, 0.7], [-0.1, -0.4, 0.5], [0.1, 2.0, 0.5], [-0.6, -1.5, -0.7], [-1.2, -0.5, 2.2], [-0.8, 0.6, 0.3], [1.4, 0.6, -2.1], [-1.2, -0.9, -2.6], [-2.7, 4.1, -2.1], [3.2, -2.9, 4.3], [-0.3, 0.1, 0.1], [-0.1, -0.5, 0.3], [0.6, 0.4, 0.0], [0.3, 2.7, 0.1], [1.7, 0.0, -0.1], [-1.7, -2.7, 0.4]]
}